# 1
Computed, not measured: C25H31N2O4PtSe as an isolated structure, with ωB97M-V with the def2-TZVPD basis set.

Each line ends with the Mulliken spin population.
CARTESIAN COORDINATES (ANGSTROEM)
Pt: 1.383 -0.401 1.678  0.988
C: 3.109 -0.152 0.310  0.184
C: 3.636 0.412 1.525  0.160
C: 3.723 -0.626 2.493  0.232
C: 3.239 -1.826 1.900  0.157
C: 2.864 -1.544 0.540  0.170
C: 2.447 -2.548 -0.485  -0.005
C: 3.192 -3.163 2.561  -0.024
C: 4.242 -0.486 3.886  -0.002
C: 4.063 1.828 1.717  -0.045
C: 2.968 0.572 -0.990  0.005
H: 1.842 -2.085 -1.263  0.006
H: 1.860 -3.351 -0.040  0.001
H: 3.323 -2.995 -0.960  0.008
H: 2.951 -3.074 3.620  0.006
H: 4.162 -3.660 2.486  0.015
H: 2.451 -3.811 2.097  0.001
H: 3.718 -1.148 4.575  0.006
H: 4.149 0.537 4.248  0.003
H: 5.302 -0.748 3.928  0.011
H: 3.857 2.175 2.729  0.006
H: 3.560 2.494 1.019  0.002
H: 5.139 1.925 1.551  0.017
H: 2.264 0.064 -1.648  0.000
H: 3.930 0.629 -1.506  0.010
H: 2.608 1.589 -0.838  0.003
C: 0.802 0.480 5.127  -0.001
C: -0.315 0.491 4.152  0.025
N: -0.228 0.194 2.865  -0.012
C: -1.496 0.300 2.327  0.019
C: -2.358 0.673 3.316  0.000
N: -1.591 0.785 4.447  0.006
C: -3.816 0.970 3.447  0.001
O: -4.558 0.842 2.372  0.001
O: -4.233 1.303 4.527  0.001
C: -1.748 0.032 0.880  -0.024
O: -2.921 0.101 0.457  0.044
O: -0.737 -0.249 0.186  0.202
H: 1.731 0.719 4.612  0.000
H: 0.905 -0.509 5.577  0.002
H: 0.635 1.204 5.922  0.000
H: -1.986 1.056 5.337  0.000
H: -4.012 0.548 1.588  -0.001
C: -3.693 2.064 -6.705  -0.004
C: -3.261 1.253 -5.524  0.122
C: -3.411 -0.136 -5.513  0.004
C: -3.028 -0.899 -4.432  0.062
C: -3.209 -2.389 -4.457  0.054
C: -2.467 -0.225 -3.307  0.032
Se: -1.996 -1.269 -1.869  1.478
C: -2.296 1.186 -3.296  -0.008
C: -1.710 1.899 -2.117  0.077
C: -2.700 1.885 -4.412  -0.009
H: -4.111 1.440 -7.492  -0.001
H: -2.848 2.621 -7.114  0.012
H: -4.445 2.796 -6.406  0.012
H: -3.842 -0.629 -6.376  0.004
H: -3.649 -2.701 -5.402  0.006
H: -3.871 -2.724 -3.655  -0.005
H: -2.255 -2.909 -4.344  -0.005
H: -2.369 1.811 -1.252  -0.003
H: -1.566 2.953 -2.344  0.003
H: -0.751 1.466 -1.831  -0.012
H: -2.581 2.962 -4.424  0.002

The HOMO-LUMO gap (alpha / beta) is 7.797 / 6.446 eV. Its multiplicity is 5. For the LUMO energy (alpha / beta), the calculation gives -2.0 / -5.4 eV. Its net charge is +1. For the energy relative to the best compared isomer or geometry (same formula, charge and spin), the calculation gives 0.19 kcal per mole. The expectation value of S² is 6.034. The calculation puts the HOMO energy (alpha / beta) at -9.76 / -11.89 eV.



# 2
Computed, not measured: a 5-piece molecular cluster, C5H19NO5S overall in a non-equilibrium geometry, with ωB97M-V with the def2-TZVPD basis set.

Each line ends with the Mulliken charge.
CARTESIAN COORDINATES (ANGSTROEM)
C: 0.809 2.132 -1.750  -1.609
C: 0.686 0.657 -1.328  0.541
C: 1.568 0.491 -0.065  -1.367
C: 1.514 -0.845 0.649  0.041
S: 2.526 -2.164 -0.130  -0.255
N: -0.644 0.129 -1.208  0.220
C: -1.129 -0.749 -2.161  -0.022
O: -1.994 -1.560 -1.927  -0.576
H: 1.688 2.188 -2.372  0.402
H: -0.020 2.594 -2.294  0.414
H: 0.977 2.874 -0.962  0.352
H: 1.184 0.088 -2.110  0.277
H: 2.564 0.737 -0.457  0.431
H: 1.371 1.277 0.666  0.350
H: 0.527 -1.278 0.516  -0.202
H: 1.618 -0.757 1.720  0.425
H: 3.246 -1.277 -0.830  0.101
H: -1.339 0.404 -0.524  0.169
H: -0.504 -0.710 -3.070  0.364
O: -2.070 1.868 0.867  -0.576
H: -2.673 1.807 1.615  0.287
H: -2.268 2.724 0.448  0.250
O: 0.016 1.089 3.497  -0.636
H: -0.092 1.353 2.582  0.301
H: -0.544 0.337 3.702  0.320
O: -1.122 -3.261 0.247  -0.640
H: -1.058 -2.423 -0.227  0.257
H: -0.497 -3.820 -0.224  0.326
O: -1.430 -1.110 2.076  -0.585
H: -1.625 -0.748 1.198  0.232
H: -1.288 -2.046 1.858  0.409

The HOMO-LUMO gap is 9.361 eV. Its multiplicity is 1. For the LUMO energy, the calculation gives 0.2 eV. Its net charge is 0. For the energy relative to the best compared isomer or geometry (same formula, charge and spin), the calculation gives 33.92 kcal per mole. The calculation puts the HOMO energy at -9.20 eV. The SMILES is C[C@@H](CCS)NC=O.O.O.O.O.



# 3
Computed, not measured: a 2-piece molecular cluster, C4H15N2O overall in a non-equilibrium geometry, with ωB97M-V with the def2-TZVPD basis set.

Each line ends with the Mulliken spin population.
CARTESIAN COORDINATES (ANGSTROEM)
C: 1.078 0.188 0.867  -0.004
C: -0.198 -0.484 1.489  0.014
C: -0.766 -1.853 1.004  0.010
C: -1.246 -1.887 -0.491  0.042
N: -2.001 -0.657 -0.788  0.824
N: 0.585 1.102 -0.302  0.016
H: 1.416 -0.674 0.308  0.002
H: 1.433 0.858 1.649  0.000
H: 0.139 -0.553 2.532  -0.001
H: -1.081 0.086 1.764  0.004
H: -1.599 -2.040 1.702  0.001
H: 0.023 -2.649 1.138  0.000
H: -0.389 -1.992 -1.174  0.018
H: -1.922 -2.708 -0.774  0.097
H: -2.139 -0.649 -1.809  -0.014
H: -2.883 -0.434 -0.331  -0.010
H: -0.350 0.671 -0.545  0.004
H: 0.637 2.095 -0.092  -0.001
H: 1.107 0.896 -1.153  -0.001
H: 3.473 3.373 -1.653  0.000
H: 2.162 4.105 -1.686  0.000
O: 2.521 3.208 -1.654  0.000

The HOMO-LUMO gap (alpha / beta) is 10.597 / 4.631 eV. Its multiplicity is 2. For the LUMO energy (alpha / beta), the calculation gives -7.3 / -13.3 eV. Its net charge is +2. For the energy relative to the best compared isomer or geometry (same formula, charge and spin), the calculation gives 55.05 kcal per mole. The expectation value of S² is 0.754. The calculation puts the HOMO energy (alpha / beta) at -17.89 / -17.89 eV.



# 4
Computed, not measured: a 7-piece molecular cluster, C30H61O24P3 overall in a non-equilibrium geometry, with ωB97M-V with the def2-TZVPD basis set.

Each line ends with the Mulliken spin population.
CARTESIAN COORDINATES (ANGSTROEM)
C: 9.357 -13.348 25.062  -0.024
C: 9.495 -12.196 24.163  0.119
O: 8.607 -11.226 24.730  -0.045
C: 8.231 -11.640 25.946  0.028
O: 7.639 -10.864 26.713  -0.014
O: 8.523 -12.898 26.112  -0.043
H: 10.256 -13.765 25.516  -0.041
H: 8.873 -14.133 24.480  0.009
H: 9.259 -12.560 23.163  0.004
H: 10.538 -11.908 24.034  0.125
C: 8.977 -9.640 15.261  0.144
C: 8.051 -8.404 15.225  0.068
O: 8.504 -7.636 16.275  -0.075
C: 9.212 -8.339 17.134  0.239
O: 9.440 -8.015 18.237  -0.075
O: 9.497 -9.522 16.564  -0.093
H: 9.801 -9.574 14.550  -0.029
H: 8.473 -10.593 15.098  0.000
H: 7.021 -8.720 15.389  -0.014
H: 8.138 -7.886 14.270  -0.010
C: 11.680 -9.712 21.552  0.485
C: 12.171 -9.830 20.131  -1.843
O: 12.155 -11.237 19.917  0.279
C: 11.532 -11.892 20.970  0.863
O: 11.126 -13.075 21.030  -0.124
O: 11.275 -10.977 21.942  -0.415
H: 10.945 -8.909 21.597  0.073
H: 12.495 -9.519 22.249  -0.061
H: 13.152 -9.434 19.869  0.283
H: 11.649 -9.286 19.344  0.036
C: 15.406 -5.001 19.109  0.652
C: 15.551 -6.056 20.232  2.704
O: 14.762 -7.089 19.882  -1.639
C: 13.937 -6.646 18.909  0.781
O: 13.185 -7.410 18.363  -0.063
O: 14.156 -5.285 18.655  -0.476
H: 16.087 -4.888 18.265  -0.429
H: 15.281 -4.023 19.573  -0.109
H: 15.410 -5.646 21.232  -0.318
H: 16.619 -6.272 20.237  -0.205
C: 13.360 -17.444 13.539  0.003
C: 14.583 -16.814 14.194  0.003
O: 14.267 -16.047 15.275  -0.006
P: 15.074 -14.741 15.742  0.045
O: 16.190 -14.280 14.835  -0.002
O: 15.693 -15.118 17.248  -0.023
C: 15.663 -16.348 17.926  0.064
C: 16.982 -17.149 17.537  -0.001
O: 13.939 -13.606 15.954  0.011
C: 13.097 -13.523 17.076  -0.146
C: 11.813 -12.807 16.436  0.059
H: 13.226 -18.471 13.879  -0.001
H: 12.457 -16.910 13.833  0.003
H: 13.257 -17.516 12.456  0.000
H: 15.263 -17.592 14.542  -0.001
H: 15.323 -16.338 13.550  0.001
H: 15.676 -16.237 19.010  -0.003
H: 14.821 -17.015 17.740  0.002
H: 17.107 -16.995 16.465  0.001
H: 17.928 -16.956 18.044  0.004
H: 16.776 -18.201 17.735  -0.003
H: 12.896 -14.563 17.333  -0.023
H: 13.482 -12.922 17.901  0.036
H: 11.004 -13.513 16.246  0.016
H: 11.274 -12.085 17.051  -0.010
H: 11.936 -12.370 15.445  0.004
C: 5.032 -12.264 24.509  0.001
C: 5.655 -12.663 23.168  -0.004
O: 4.860 -12.334 21.989  -0.001
P: 5.556 -11.516 20.723  -0.006
O: 4.625 -11.119 19.583  -0.004
O: 6.407 -10.371 21.500  0.005
C: 7.481 -9.682 20.866  -0.009
C: 7.940 -8.718 21.955  0.078
O: 6.629 -12.645 20.210  -0.018
C: 6.683 -12.955 18.908  0.016
C: 8.026 -12.356 18.544  -0.026
H: 5.266 -11.199 24.530  -0.001
H: 3.969 -12.501 24.560  0.000
H: 5.664 -12.880 25.149  0.000
H: 6.537 -12.028 23.078  0.011
H: 5.953 -13.711 23.168  -0.001
H: 8.350 -10.333 20.775  -0.023
H: 7.387 -9.119 19.938  0.002
H: 8.866 -8.164 21.804  0.011
H: 7.193 -7.931 22.058  -0.028
H: 7.976 -9.235 22.915  0.020
H: 6.643 -14.019 18.675  0.009
H: 5.939 -12.425 18.314  -0.002
H: 8.730 -12.831 19.227  0.016
H: 8.279 -12.640 17.522  0.005
H: 8.141 -11.275 18.617  0.011
C: 15.695 -10.214 18.639  0.128
C: 16.051 -10.885 17.330  -0.424
O: 17.386 -10.597 16.992  -0.093
P: 18.491 -11.709 16.849  -0.058
O: 18.186 -12.501 15.595  0.012
O: 19.982 -11.015 16.788  -0.040
C: 20.105 -9.649 17.310  0.183
C: 20.265 -9.806 18.771  0.220
O: 18.561 -12.581 18.219  0.056
C: 19.103 -13.867 18.292  0.056
C: 19.478 -13.962 19.701  0.063
H: 15.879 -9.168 18.394  0.089
H: 14.616 -10.209 18.799  -0.109
H: 16.261 -10.691 19.439  0.118
H: 15.814 -11.936 17.165  0.111
H: 15.590 -10.346 16.503  -0.024
H: 20.901 -9.095 16.812  -0.031
H: 19.231 -9.092 16.972  -0.005
H: 19.805 -10.680 19.233  0.062
H: 21.300 -9.853 19.111  -0.015
H: 19.909 -8.931 19.315  -0.131
H: 18.449 -14.678 17.972  0.000
H: 20.041 -13.917 17.739  -0.002
H: 20.443 -13.526 19.962  0.004
H: 18.721 -13.591 20.391  -0.017
H: 19.667 -14.997 19.985  0.003

The HOMO-LUMO gap (alpha / beta) is 1.519 / 9.522 eV. Its multiplicity is 2. For the LUMO energy (alpha / beta), the calculation gives 1.9 / 1.9 eV. Its net charge is -1. The expectation value of S² is 0.750. The calculation puts the HOMO energy (alpha / beta) at 0.43 / -7.65 eV.



# 5
Computed, not measured: C35H43Cl2CoN2O4PSSbSe as an isolated structure, with ωB97M-V with the def2-TZVPD basis set.

Each line ends with the Mulliken spin population.
CARTESIAN COORDINATES (ANGSTROEM)
Co: 0.099 0.214 -0.255  2.767
C: 0.985 1.610 -5.145  0.001
C: 1.246 0.167 -5.575  0.000
C: 0.658 -0.870 -4.622  0.002
S: 1.490 -0.863 -3.035  0.016
O: 0.673 0.121 -2.169  0.081
C: 1.097 -2.533 -2.441  0.001
C: 2.365 -3.333 -2.128  -0.001
C: 3.196 -2.718 -0.996  -0.002
H: 1.397 2.307 -5.875  0.000
H: 1.449 1.831 -4.181  -0.001
H: -0.088 1.808 -5.057  0.000
H: 2.321 -0.006 -5.672  0.000
H: 0.813 -0.015 -6.560  0.000
H: 0.778 -1.883 -5.014  0.001
H: -0.396 -0.688 -4.385  0.000
H: 0.468 -3.012 -3.187  0.000
H: 0.511 -2.361 -1.542  0.001
H: 2.970 -3.434 -3.034  0.000
H: 2.057 -4.341 -1.848  0.000
H: 3.637 -1.757 -1.290  0.000
H: 4.017 -3.377 -0.713  0.000
H: 2.571 -2.552 -0.108  0.001
Se: 1.804 3.071 -0.815  -0.003
N: 1.599 1.594 0.185  0.014
C: 2.783 1.351 0.725  -0.085
C: 3.088 0.247 1.591  0.043
C: 4.331 0.183 2.129  -0.031
C: 5.353 1.163 1.844  -0.006
C: 5.127 2.188 0.996  0.012
C: 3.820 2.319 0.416  0.004
N: 3.470 3.314 -0.375  0.011
H: 2.365 -0.543 1.745  0.074
H: 4.578 -0.650 2.781  -0.001
H: 6.327 1.057 2.310  0.000
H: 5.898 2.908 0.741  0.000
Cl: 0.671 -1.773 4.423  0.027
C: -0.480 -2.036 3.074  0.004
Cl: -2.140 -1.755 3.599  0.001
C: -0.118 -1.095 1.919  -0.057
O: 0.283 -1.604 0.841  0.066
O: -0.243 0.160 2.067  0.068
H: -0.389 -3.062 2.776  0.001
O: -1.798 -0.138 -0.542  0.044
P: -3.323 -0.088 -0.478  0.004
C: -4.026 0.272 -2.075  0.001
C: -4.449 -0.753 -2.926  0.000
C: -4.913 -0.442 -4.199  0.000
C: -4.953 0.881 -4.620  0.001
C: -4.530 1.905 -3.777  0.000
C: -4.068 1.604 -2.504  0.001
C: -3.906 -1.697 0.009  0.000
C: -5.268 -2.011 0.036  -0.001
C: -5.675 -3.284 0.404  0.000
C: -4.727 -4.251 0.726  0.000
C: -3.372 -3.950 0.670  -0.001
C: -2.958 -2.673 0.312  0.003
C: -3.922 1.201 0.626  0.005
C: -5.277 1.279 0.964  -0.001
C: -5.743 2.301 1.777  0.000
C: -4.862 3.262 2.256  0.000
C: -3.517 3.201 1.915  -0.002
C: -3.047 2.174 1.103  -0.008
H: -4.418 -1.785 -2.596  0.000
H: -5.254 -1.234 -4.859  0.000
H: -5.329 1.120 -5.611  0.000
H: -4.577 2.937 -4.109  0.000
H: -3.753 2.402 -1.837  0.000
H: -6.014 -1.279 -0.251  0.000
H: -6.731 -3.530 0.424  0.000
H: -5.049 -5.247 1.007  0.000
H: -2.638 -4.715 0.899  0.000
H: -1.903 -2.429 0.252  0.002
H: -5.980 0.543 0.593  0.000
H: -6.798 2.358 2.025  0.000
H: -5.229 4.067 2.887  0.000
H: -2.832 3.964 2.275  0.000
H: -2.012 2.138 0.840  0.011
C: 2.347 1.783 5.665  0.113
Sb: 0.899 1.441 4.135  0.654
C: -0.911 1.428 5.213  0.039
C: 0.873 3.306 3.125  0.076
H: 1.970 2.641 6.239  0.027
H: 3.307 2.018 5.200  -0.004
H: 2.431 0.900 6.304  -0.002
H: -1.063 2.444 5.591  0.020
H: -0.814 0.724 6.040  -0.002
H: -1.725 1.130 4.553  -0.005
H: 0.308 4.009 3.740  0.023
H: 0.405 3.183 2.149  -0.010
H: 1.904 3.644 3.008  -0.002

The HOMO-LUMO gap (alpha / beta) is 7.524 / 6.670 eV. Its multiplicity is 5. For the LUMO energy (alpha / beta), the calculation gives -6.1 / -7.1 eV. Its net charge is +2. For the energy relative to the best compared isomer or geometry (same formula, charge and spin), the calculation gives 11.49 kcal per mole. The expectation value of S² is 6.009. The calculation puts the HOMO energy (alpha / beta) at -13.58 / -13.81 eV.



| no. | energy (eV) |
| --- | --- |
| 1 | -106185.361 |
| 2 | -28056.071 |
| 3 | -9398.518 |
| 4 | -109108.056 |
| 5 | -202830.622 |